165
Properties=species:S:1:pos:R:3:forces:R:3 method="wB97M-V/def2-TZVPD" s_squared=3.756 multiplicity=4 gap_ev="8.255 / 8.168"
C 10.717 31.618 -21.536 0.2 0.5 0.8
O 8.938 27.134 -19.818 -0.4 -0.3 -0.2
H 21.328 27.551 -13.592 0.1 0.0 0.0
H 15.856 31.041 -13.930 0.1 0.0 0.2
H 6.756 27.114 -14.110 0.4 0.3 -0.3
N 12.729 28.430 -21.181 0.2 -1.7 -0.5
H 13.011 30.515 -19.580 0.2 0.3 -0.1
O 8.429 25.884 -14.506 -0.4 0.5 -0.3
N 13.271 27.742 -11.451 -0.3 -0.2 0.7
H 12.579 28.426 -11.215 0.1 0.3 -0.4
O 13.279 25.488 -19.734 -0.4 0.3 0.2
N 19.731 28.027 -16.555 -0.2 0.2 -0.6
H 8.044 25.026 -8.133 0.1 0.2 -0.3
C 20.715 28.237 -15.510 0.3 -0.7 0.6
H 19.466 27.054 -16.670 0.6 -0.2 0.1
C 9.685 26.104 -19.220 1.3 -0.6 -1.1
H 9.102 27.836 -14.617 -0.4 0.1 -0.1
H 10.634 31.208 -18.731 0.1 0.0 -0.4
O 14.853 23.661 -18.211 0.3 -0.4 0.2
H 15.513 27.716 -13.471 -0.1 -0.4 0.0
H 13.417 28.659 -15.751 0.3 -0.2 -0.6
C 17.481 28.567 -17.427 -0.2 0.3 0.9
H 14.140 23.541 -18.847 0.1 0.2 -0.1
H 10.608 23.039 -14.633 0.3 0.3 -0.2
O 12.444 24.572 -14.053 0.4 -0.4 0.1
H 16.623 27.453 -19.509 -0.2 0.2 -0.1
O 6.591 25.649 -9.448 0.0 -0.6 0.1
H 15.831 31.196 -17.448 0.1 0.1 -0.3
C 13.631 26.827 -10.511 0.7 -1.4 -1.2
H 9.353 23.954 -13.932 0.1 0.4 0.1
H 6.454 24.422 -7.785 -0.2 0.1 0.0
O 10.591 32.848 -20.839 -0.3 0.2 0.1
C 16.238 26.934 -18.632 0.6 -0.6 0.9
H 11.526 29.069 -17.646 0.1 0.7 -0.3
H 13.187 26.338 -20.197 -0.1 0.0 0.0
H 4.637 24.356 -11.847 0.0 -0.1 0.0
H 13.407 26.406 -8.538 0.0 0.0 0.0
H 10.230 24.589 -23.917 0.0 0.1 0.6
H 4.762 26.124 -10.049 -0.1 -0.1 -0.8
H 22.622 25.775 -14.597 -0.3 0.7 0.1
H 11.097 21.855 -19.723 0.0 0.0 0.0
C 18.466 28.725 -16.273 1.0 -0.2 -1.1
O 10.065 29.798 -16.377 -0.7 -0.5 0.2
H 10.212 31.149 -14.881 -0.2 0.1 -0.1
H 10.221 22.657 -21.037 -0.2 -0.5 -0.1
H 9.906 25.925 -12.740 -0.1 0.2 0.1
H 7.144 26.420 -18.899 0.7 0.0 0.4
H 9.533 30.070 -22.063 -0.4 -0.5 0.3
C 21.691 25.405 -15.053 0.8 -0.6 0.2
H 15.048 22.912 -16.138 -0.3 0.2 -0.2
H 12.835 28.710 -23.250 0.3 0.0 -0.1
H 6.686 26.046 -15.561 -0.1 0.3 -0.1
H 9.660 28.790 -20.202 -0.1 0.2 0.7
H 10.305 31.863 -16.544 -0.2 0.0 0.2
H 21.774 28.122 -15.772 -0.2 -0.1 -0.9
O 17.124 30.001 -11.994 -0.2 -0.6 -0.7
C 13.986 29.078 -20.850 -1.4 -0.2 1.0
N 10.873 25.771 -12.949 0.9 -0.4 -0.4
H 12.077 28.067 -14.892 -0.2 -0.1 0.1
H 10.723 31.746 -22.626 -0.2 0.4 0.0
O 14.378 25.887 -10.807 -0.3 0.7 0.5
C 7.138 24.657 -8.612 0.0 -0.2 0.9
C 9.129 26.901 -15.187 1.2 0.8 0.3
O 17.044 27.225 -17.479 -0.1 0.0 -0.6
H 11.494 26.398 -16.285 0.1 0.4 0.0
H 10.805 26.919 -21.985 -0.3 0.5 0.2
C 11.831 33.509 -20.669 -0.1 -0.6 0.0
H 10.706 26.303 -19.567 0.1 0.3 0.5
H 10.712 28.206 -23.300 -0.5 -0.2 0.1
H 10.743 23.325 -17.399 0.2 0.0 -0.2
N 6.414 25.444 -12.247 0.0 -0.6 -0.1
C 7.957 19.539 -19.866 0.3 -0.3 0.1
C 14.833 30.939 -17.807 0.7 0.4 0.4
O 13.237 25.561 -16.746 1.3 0.2 1.1
C 20.529 27.331 -14.311 -0.1 0.2 1.0
Co 14.166 25.268 -14.847 -1.8 0.8 -0.9
H 6.849 24.165 -13.891 -0.3 -0.3 0.4
H 6.931 19.879 -20.033 -0.1 -0.1 0.2
H 8.969 21.438 -18.484 0.1 0.1 0.1
C 5.623 24.556 -11.402 -0.4 0.6 0.1
H 11.635 26.396 -12.727 -0.3 0.3 0.3
C 10.569 31.018 -15.901 1.0 -0.2 -0.4
H 11.668 30.959 -15.869 0.0 0.2 0.1
H 13.678 27.627 -12.369 -0.2 0.3 -0.4
N 13.045 26.956 -9.294 -0.2 0.2 0.0
H 6.922 27.000 -20.468 0.7 0.0 -0.4
H 8.148 18.614 -20.411 -0.2 0.1 -0.2
C 5.371 25.215 -10.046 0.6 0.2 0.6
H 14.263 29.821 -21.605 0.4 0.0 0.1
H 14.649 24.506 -17.784 -0.3 0.1 -0.1
H 16.337 25.861 -18.796 0.0 0.0 -0.1
H 21.757 24.356 -14.751 -0.5 -0.1 -0.5
N 16.187 28.069 -12.808 0.5 0.0 -0.1
O 13.869 27.260 -14.320 0.1 -2.0 -1.5
C 10.283 25.634 -24.226 0.9 0.8 -0.7
C 13.008 27.718 -15.361 -0.5 0.5 0.4
H 6.140 23.599 -11.309 0.0 0.0 0.2
N 10.340 23.788 -14.016 -0.1 -0.4 0.1
H 11.261 24.065 -19.420 0.0 0.1 0.0
H 16.691 27.491 -12.160 -0.2 0.0 0.1
H 12.085 23.797 -16.805 -0.2 0.4 0.0
O 14.973 30.197 -18.993 -0.3 -0.2 0.6
O 11.427 23.081 -16.748 0.2 -0.2 0.3
H 14.309 31.888 -17.957 -0.3 -0.1 -0.1
C 7.042 26.145 -14.531 -0.7 -1.1 0.7
O 14.358 23.184 -15.512 0.6 0.0 0.6
C 10.010 30.311 -18.778 0.8 -0.1 0.8
H 11.861 28.887 -20.915 0.2 0.4 0.1
O 11.468 26.316 -23.802 -0.2 -0.1 0.0
H 17.871 28.908 -18.390 0.4 -0.2 0.0
H 11.658 34.422 -20.105 -0.1 0.2 -0.3
H 19.603 27.592 -13.794 -0.2 -0.3 -0.1
H 21.781 25.520 -16.136 0.0 -0.1 0.0
H 16.663 29.260 -17.210 -0.3 -0.3 0.0
H 7.361 23.690 -9.072 0.0 0.2 -0.5
H 12.518 32.893 -20.074 0.0 -0.1 0.0
H 10.200 26.683 -15.218 -0.5 -0.4 0.1
O 8.890 20.479 -20.323 0.7 0.0 -0.1
H 8.661 31.029 -20.868 0.1 0.5 0.0
N 15.862 30.041 -13.890 -0.1 -0.3 -0.3
H 6.096 26.391 -12.071 0.1 0.1 -0.3
H 9.662 26.129 -18.128 -0.2 -0.1 0.0
C 9.383 24.715 -19.791 -0.9 0.3 1.1
C 8.973 21.660 -19.555 -0.5 0.2 -0.8
H 15.289 29.505 -14.520 -0.1 0.2 -0.1
H 12.291 33.671 -21.647 0.1 0.4 0.1
H 13.547 22.762 -15.832 -0.1 0.3 0.1
C 13.751 29.705 -19.474 -0.3 0.5 -1.1
O 20.497 25.933 -14.556 -0.1 0.4 0.0
H 5.288 25.039 -14.013 -0.1 -0.3 0.0
H 11.713 31.237 -21.279 -0.2 -0.5 -0.1
H 12.431 27.301 -17.469 0.1 0.3 0.2
C 12.512 26.745 -16.524 0.2 -0.6 0.4
H 10.402 25.601 -25.311 -0.6 0.0 -0.1
H 18.049 28.338 -15.338 -0.4 0.5 0.1
C 9.640 30.611 -21.117 1.1 -0.6 -0.9
H 14.711 28.273 -20.725 0.5 0.3 -0.3
C 6.325 25.093 -13.661 0.5 1.1 -0.4
H 13.447 27.154 -22.769 -0.1 -0.3 0.5
C 11.267 27.371 -22.868 1.3 -1.2 0.1
H 4.840 24.555 -9.351 0.1 -0.3 -0.2
H 7.276 28.161 -19.244 0.1 -0.1 0.3
H 8.823 27.103 -16.217 -0.5 -0.2 0.1
H 20.678 29.255 -15.116 -0.3 0.1 -0.2
C 10.207 22.439 -19.963 0.5 0.3 0.1
H 9.954 28.423 -17.842 -0.1 0.0 0.3
H 8.107 22.276 -19.829 -0.2 0.0 0.5
H 12.523 27.794 -9.124 0.1 0.0 0.5
H 9.007 30.693 -18.547 -0.2 -0.3 0.1
C 11.260 24.720 -13.703 -0.5 -0.2 0.2
C 16.461 29.391 -12.838 0.2 1.2 1.0
H 18.769 29.775 -16.253 -0.5 0.1 0.5
H 8.396 24.465 -19.389 -0.2 -0.2 -0.5
H 8.137 19.280 -18.815 -0.2 0.3 0.1
H 13.173 25.704 -18.785 0.2 -0.1 -0.1
C 7.559 27.162 -19.589 -1.6 0.3 0.1
H 14.396 30.396 -16.962 -0.4 -0.3 -0.3
H 9.419 26.226 -23.929 -0.3 -0.3 -0.1
C 12.678 27.888 -22.530 -0.8 1.3 -0.4
H 15.185 27.117 -18.411 -0.1 0.4 -0.2
H 9.355 24.741 -20.887 0.0 0.1 0.0
N 10.310 23.733 -19.269 0.3 -0.2 0.1
N 10.121 29.687 -20.081 0.0 1.0 -0.7
H 13.193 28.982 -18.866 0.8 -0.2 0.5
C 10.473 29.368 -17.658 -0.8 -0.3 -0.2